# 1
Formula: C4H3NO
Source: the Open Molecules 2025 dataset
Level of theory: the ωB97M-V functional and the def2-TZVPD basis

```
9
Properties=species:S:1:pos:R:3
C -1.31 0.55 0.35
C -2.09 1.22 1.19
C -2.78 0.14 -0.32
C 0.00 0.02 0.04
N -3.42 1.49 1.30
O -3.78 0.79 0.25
H 0.97 0.48 0.47
H 0.05 -1.12 0.19
H 0.01 0.21 -1.08
```

Computed properties:
Highest occupied orbital energy (spin up / spin down) ... -9.359 / -9.406 eV
Kohn-Sham gap (spin up / spin down) ... 7.7 / 7.9 eV
Largest force on an atom ... 0.08406 hartree/bohr
2S+1 ... 1
Energy ... -283.9137 Ha
Total charge ... 0

# 2
Formula: C4H3NO
Source: the Open Molecules 2025 dataset
Level of theory: the ωB97M-V functional and the def2-TZVPD basis

```
9
Properties=species:S:1:pos:R:3
C 1.42 -0.83 0.33
C -1.50 -0.35 -0.21
C 0.55 -0.31 -0.67
C 1.20 0.88 -0.24
N 2.27 0.19 0.32
O -1.97 0.45 0.52
H -1.90 -1.07 -0.79
H 0.54 -0.60 -1.67
H 0.84 1.70 0.30
```

Computed properties:
Highest occupied orbital energy (spin up / spin down) ... -8.882 / -8.882 eV
Kohn-Sham gap (spin up / spin down) ... 8.7 / 8.7 eV
Largest force on an atom ... 0.13541 hartree/bohr
2S+1 ... 1
Energy ... -283.9572 Ha
Total charge ... 0

# 3
Formula: C4H3NO
Source: the Open Molecules 2025 dataset
Level of theory: the ωB97M-V functional and the def2-TZVPD basis

```
9
Properties=species:S:1:pos:R:3
N -0.57 -2.38 -0.54
C -0.58 -1.27 -0.06
C -0.85 -0.05 0.36
C -0.34 1.16 0.27
C 1.14 1.10 0.03
O 1.73 2.08 0.44
H -1.46 -2.93 -0.76
H -0.62 2.14 0.65
H 1.55 0.13 -0.39
```

Computed properties:
Highest occupied orbital energy ... -9.167 eV
SMILES string ... N=C=C=CC=O
Kohn-Sham gap ... 8.3 eV
Largest force on an atom ... 0.03912 hartree/bohr
2S+1 ... 1
Energy ... -284.0868 Ha
Total charge ... 0

# 4
Formula: C4H3NO
Source: the Open Molecules 2025 dataset
Level of theory: the ωB97M-V functional and the def2-TZVPD basis

```
9
Properties=species:S:1:pos:R:3
C 0.59 0.18 -1.16
C -0.11 -1.01 0.92
C 1.20 0.73 -2.03
C -1.03 0.15 0.89
N -0.14 -0.38 -0.24
O 0.23 -1.98 1.50
H 1.90 1.41 -2.32
H -2.09 -0.09 1.10
H -0.56 1.00 1.35
```

Computed properties:
<S²> ... 2.020
Highest occupied orbital energy (spin up / spin down) ... -4.733 / -9.571 eV
Kohn-Sham gap (spin up / spin down) ... 5.5 / 6.2 eV
Largest force on an atom ... 0.10491 hartree/bohr
2S+1 ... 3
Energy ... -283.8754 Ha
Total charge ... 0

# 5
Formula: C4H3NO2
Source: the Open Molecules 2025 dataset
Level of theory: the ωB97M-V functional and the def2-TZVPD basis

```
10
Properties=species:S:1:pos:R:3
O -1.13 1.79 1.97
C -1.08 1.53 0.79
C -0.28 0.44 0.19
N -0.29 0.16 -1.07
C 0.53 -0.94 -1.18
C 1.01 -1.25 0.05
O 0.49 -0.37 0.94
H -1.65 2.08 0.02
H 0.70 -1.41 -2.14
H 1.67 -2.02 0.44
```

Computed properties:
Highest occupied orbital energy ... -9.988 eV
SMILES string ... O=Cc1ncco1
Kohn-Sham gap ... 9.8 eV
Largest force on an atom ... 0.01085 hartree/bohr
2S+1 ... 1
Energy ... -359.4318 Ha
Total charge ... 0

# 6
Formula: C4H3NO2
Source: the Open Molecules 2025 dataset
Level of theory: the ωB97M-V functional and the def2-TZVPD basis

```
10
Properties=species:S:1:pos:R:3
N 0.94 -2.11 -1.69
C 0.94 -0.99 -1.30
C 0.88 0.29 -0.26
O 0.75 -0.14 0.98
C -0.69 -0.04 1.20
C -1.22 0.57 0.17
O -0.27 1.02 -0.70
H 1.86 0.87 -0.36
H -1.07 -0.51 2.03
H -2.12 1.05 -0.05
```

Computed properties:
Highest occupied orbital energy ... -9.521 eV
SMILES string ... N#CC1OC=CO1
Kohn-Sham gap ... 10.3 eV
Largest force on an atom ... 0.08865 hartree/bohr
2S+1 ... 1
Energy ... -359.3602 Ha
Total charge ... 0

# 7
Formula: C4H3NO2
Source: the Open Molecules 2025 dataset
Level of theory: the ωB97M-V functional and the def2-TZVPD basis

```
10
Properties=species:S:1:pos:R:3
O 0.08 -1.75 1.95
C -0.82 -1.05 1.57
C -0.66 0.43 1.44
N -0.56 0.74 0.27
C -0.16 0.87 -0.94
C 1.24 0.49 -1.20
O 2.04 0.24 -0.32
H -1.79 -1.43 1.21
H -0.87 1.09 -1.72
H 1.50 0.37 -2.27
```

Computed properties:
Highest occupied orbital energy ... -9.247 eV
Kohn-Sham gap ... 8.6 eV
Largest force on an atom ... 0.01268 hartree/bohr
2S+1 ... 1
Energy ... -359.3389 Ha
Total charge ... 0

# 8
Formula: C4H3NO2
Source: the Open Molecules 2025 dataset
Level of theory: the ωB97M-V functional and the def2-TZVPD basis

```
10
Properties=species:S:1:pos:R:3
C 1.97 -0.75 1.29
C 0.99 -0.06 0.77
N 0.11 0.65 0.28
C -1.13 0.15 -0.19
O -1.85 -0.58 0.44
C -1.52 0.75 -1.55
O -2.60 0.55 -2.02
H 2.82 -1.04 0.69
H 1.91 -1.05 2.33
H -0.74 1.35 -2.05
```

Computed properties:
Highest occupied orbital energy ... -9.759 eV
SMILES string ... C=C=NC(=O)C=O
Kohn-Sham gap ... 8.9 eV
Largest force on an atom ... 0.01343 hartree/bohr
2S+1 ... 1
Energy ... -359.3837 Ha
Total charge ... 0